Record 1
Computed, not measured: a cluster of 6 separate species, C41H101N5O8 in total at a distorted geometry, with wB97M-V/def2-TZVPD.

## Properties
Lowest unoccupied orbital energy (spin up / spin down): -0.1902 / -0.1938 Ha
ΔE to the lowest compared entry with this formula, charge and spin: 0.858 eV
E_HOMO (spin up / spin down): -0.2667 / -0.5219 hartree
E: -2497.1512 Eh

```
! wB97M-V def2-TZVPD RIJCOSX def2/J DEFGRID3
* xyz 3 2
C 13.322 13.027 -3.148
C 13.063 13.647 -1.804
N 12.745 12.699 -0.614
C 14.073 12.088 -0.187
C 12.151 13.478 0.603
C 12.851 14.778 1.107
C 11.658 11.604 -1.056
C 11.242 10.534 0.003
O 10.350 11.300 0.842
C 9.584 10.513 1.684
H 13.313 13.859 -3.851
H 12.514 12.397 -3.521
H 14.356 12.687 -3.199
H 12.113 14.181 -1.829
H 13.767 14.436 -1.538
H 13.809 11.733 0.809
H 14.801 12.878 -0.007
H 14.438 11.360 -0.912
H 12.076 12.763 1.422
H 11.125 13.651 0.277
H 13.931 14.785 1.255
H 12.383 15.229 1.982
H 12.701 15.591 0.398
H 12.235 11.097 -1.829
H 10.801 12.101 -1.510
H 12.120 10.184 0.546
H 10.883 9.675 -0.564
H 10.038 10.401 2.668
H 9.346 9.475 1.452
H 8.598 10.974 1.743
C 16.002 14.327 7.476
C 16.028 15.640 6.577
N 15.952 17.014 7.336
C 16.887 17.003 8.605
C 16.316 18.199 6.264
C 16.455 19.584 6.966
C 14.476 17.088 7.887
C 13.393 17.721 7.023
O 13.018 16.701 6.165
C 12.199 17.063 5.070
H 16.002 13.541 6.722
H 15.018 14.317 7.945
H 16.790 14.278 8.228
H 15.357 15.604 5.719
H 17.068 15.613 6.251
H 16.534 16.257 9.317
H 17.075 17.984 9.042
H 17.844 16.623 8.247
H 15.498 18.076 5.553
H 17.295 17.846 5.939
H 17.353 19.589 7.583
H 15.643 19.920 7.610
H 16.569 20.374 6.223
H 14.617 17.507 8.883
H 14.293 16.051 8.169
H 13.475 18.724 6.604
H 12.555 17.726 7.720
H 12.770 17.145 4.145
H 11.531 17.906 5.250
H 11.447 16.308 4.844
C 12.970 11.602 8.048
C 12.101 12.234 9.148
N 10.722 12.823 8.706
C 11.099 14.254 8.105
C 9.911 11.923 7.727
C 10.266 12.166 6.205
C 9.905 13.316 9.931
C 9.067 12.231 10.692
O 9.833 11.042 11.053
C 8.961 10.221 11.813
H 13.028 12.098 7.080
H 12.811 10.534 7.893
H 13.985 11.511 8.434
H 12.508 13.019 9.786
H 11.884 11.444 9.866
H 11.302 14.111 7.044
H 11.926 14.767 8.595
H 10.291 14.983 8.038
H 8.895 12.126 8.067
H 10.124 10.903 8.046
H 9.801 11.375 5.618
H 11.289 11.957 5.893
H 9.906 13.077 5.726
H 9.242 14.171 9.795
H 10.710 13.645 10.589
H 8.182 12.089 10.071
H 8.713 12.724 11.596
H 8.499 10.770 12.634
H 9.643 9.559 12.347
H 8.334 9.734 11.067
C 19.062 9.124 5.688
C 18.586 10.563 5.198
N 18.952 11.044 3.788
C 20.501 11.200 3.666
C 18.417 9.992 2.727
C 17.047 9.321 2.945
C 18.149 12.382 3.705
C 18.289 13.226 2.387
O 19.630 13.449 1.916
C 19.650 14.298 0.731
H 20.139 8.992 5.589
H 18.656 8.262 5.158
H 18.907 8.884 6.740
H 19.035 11.360 5.791
H 17.525 10.713 5.396
H 20.977 10.269 3.975
H 20.849 12.127 4.123
H 20.670 11.275 2.592
H 19.179 9.213 2.723
H 18.453 10.494 1.760
H 16.609 8.834 2.073
H 16.367 10.102 3.282
H 17.022 8.470 3.626
H 18.493 12.935 4.579
H 17.079 12.218 3.834
H 17.887 14.215 2.606
H 17.751 12.728 1.581
H 20.570 14.874 0.626
H 18.783 14.945 0.598
H 19.655 13.641 -0.139
C 11.217 8.372 6.447
C 12.221 9.003 5.380
N 12.557 7.927 4.313
C 13.585 8.590 3.264
C 13.241 6.698 4.989
C 14.575 7.090 5.708
C 11.231 7.432 3.618
C 11.280 6.571 2.280
O 11.779 7.530 1.277
C 12.023 6.956 0.006
H 10.281 8.198 5.916
H 11.052 9.156 7.185
H 11.654 7.519 6.966
H 13.103 9.520 5.756
H 11.811 9.816 4.782
H 13.871 7.775 2.598
H 14.454 9.073 3.711
H 13.087 9.454 2.824
H 13.482 5.958 4.226
H 12.609 6.315 5.790
H 14.993 6.168 6.111
H 14.410 7.669 6.616
H 15.326 7.479 5.021
H 10.691 8.370 3.486
H 10.762 6.806 4.377
H 10.285 6.179 2.067
H 11.858 5.648 2.321
H 12.694 7.516 -0.646
H 11.148 7.061 -0.636
H 12.388 5.929 -0.001
O 14.586 13.340 4.120
C 14.084 12.137 4.374
O 14.746 11.271 4.996
O 13.024 11.883 3.805
H 13.828 13.727 3.677
*
```


Record 2
Computed, not measured: the molecule C22H27NO6 at a distorted geometry, with wB97M-V/def2-TZVPD.

## Properties
Lowest unoccupied orbital energy: 0.0147 Ha
Structure (SMILES): COC(=O)[C@H]1C(=O)C2=C(C[C@@H]1C)NC(C)=C(C(=O)OC(C)C)[C@H]2c1ccc(C)o1
ΔE to the lowest compared entry with this formula, charge and spin: 1.777 eV
E_HOMO: -0.2886 hartree
E: -1360.7569 Eh

```
! wB97M-V def2-TZVPD RIJCOSX def2/J DEFGRID3
* xyz 0 1
C 5.530 2.290 1.616
H 6.469 1.766 1.772
H 4.881 2.182 2.487
H 5.706 3.353 1.437
O 4.926 1.692 0.477
C 3.763 2.207 0.082
O 3.248 3.165 0.603
C 3.191 1.403 -1.067
C 2.524 2.257 -2.147
C 2.147 1.383 -3.343
H 1.443 0.609 -3.045
H 3.030 0.901 -3.754
H 1.693 1.986 -4.126
C 1.295 2.966 -1.575
C 0.407 2.011 -0.848
C 0.830 0.827 -0.349
C 2.211 0.410 -0.410
O 2.624 -0.635 0.051
C -0.153 -0.149 0.261
C -0.476 -1.220 -0.741
C -0.959 -1.130 -2.014
C -1.094 -2.461 -2.479
C -0.687 -3.266 -1.456
O -0.313 -2.512 -0.402
C -0.597 -4.745 -1.335
H 0.431 -5.045 -1.135
H -1.215 -5.099 -0.511
H -0.932 -5.211 -2.257
H -1.446 -2.774 -3.442
H -1.192 -0.232 -2.551
C -1.443 0.537 0.675
C -1.772 1.743 0.162
N -0.889 2.401 -0.673
H -1.164 3.312 -1.011
C -3.032 2.507 0.406
H -2.804 3.451 0.900
H -3.706 1.932 1.031
H -3.521 2.725 -0.543
C -2.335 -0.239 1.553
O -3.450 0.093 1.903
O -1.753 -1.388 1.910
C -2.461 -2.360 2.689
C -3.683 -2.883 1.939
H -4.435 -2.103 1.858
H -3.395 -3.201 0.939
H -4.104 -3.730 2.474
C -2.820 -1.829 4.074
H -3.223 -2.637 4.678
H -1.933 -1.430 4.562
H -3.563 -1.040 3.992
H -1.720 -3.163 2.785
H 0.313 -0.644 1.118
H 1.620 3.739 -0.873
H 0.737 3.451 -2.380
H 3.239 3.017 -2.482
H 4.011 0.813 -1.485
*
```


Record 3
Computed, not measured: a structure of composition C40H29Br2Cl3N5O6PdS at a distorted geometry, with wB97M-V/def2-TZVPD.

## Properties
Lowest unoccupied orbital energy: 0.0668 Ha
ΔE to the lowest compared entry with this formula, charge and spin: 0.513 eV
E_HOMO: -0.1604 hartree
E: -9321.6839 Eh

```
! wB97M-V def2-TZVPD RIJCOSX def2/J DEFGRID3
* xyz -1 1
Pd -0.448 -0.353 -0.751
Br -2.348 8.380 -6.621
C -2.563 7.973 -4.780
C -2.047 8.831 -3.827
C -2.229 8.535 -2.484
C -2.892 7.379 -2.098
C -3.412 6.530 -3.072
C -3.253 6.825 -4.411
N -3.203 7.205 -0.704
N -2.977 6.135 -0.108
C -2.203 5.077 -0.568
C -1.178 5.119 -1.511
C -0.424 4.018 -1.852
C -0.677 2.736 -1.300
O -0.044 1.710 -1.644
C -1.675 2.698 -0.224
N -1.807 1.514 0.398
C -2.650 1.402 1.392
C -3.435 2.483 1.831
C -3.325 3.692 1.201
C -2.409 3.840 0.134
H -1.524 9.729 -4.126
H -1.860 9.204 -1.719
H -3.936 5.632 -2.773
H -3.659 6.168 -5.167
H -0.914 6.066 -1.965
H 0.386 4.101 -2.562
H -2.723 0.426 1.854
H -4.127 2.347 2.653
H -3.916 4.544 1.501
Cl 8.802 -5.047 3.317
C 7.178 -4.739 2.774
C 6.814 -3.462 2.379
C 5.510 -3.252 1.965
C 4.562 -4.273 1.929
C 3.159 -3.934 1.496
C 2.752 -4.536 0.150
N 1.458 -4.014 -0.220
C 0.227 -4.443 0.217
C -0.650 -3.457 -0.103
N 0.022 -2.428 -0.726
C 1.282 -2.798 -0.770
O 2.211 -4.318 2.481
C 1.544 -3.221 3.100
C 2.504 -2.276 3.760
C 3.425 -2.622 4.705
Cl 3.659 -4.181 5.394
S 4.402 -1.313 5.200
C 3.571 -0.249 4.146
C 2.592 -0.887 3.449
C 4.975 -5.530 2.331
Cl 3.869 -6.878 2.333
C 6.269 -5.781 2.753
H 7.528 -2.653 2.411
H 5.203 -2.253 1.682
H 3.142 -2.843 1.373
H 2.715 -5.626 0.200
H 3.470 -4.250 -0.623
H 0.106 -5.375 0.732
H -1.703 -3.398 0.080
H 2.080 -2.194 -1.163
H 0.867 -3.671 3.830
H 0.940 -2.678 2.363
H 3.843 0.789 4.098
H 1.943 -0.406 2.725
H 6.557 -6.772 3.065
Br -8.006 -3.595 -3.652
C -6.411 -2.887 -2.901
C -5.475 -2.297 -3.733
C -4.315 -1.784 -3.179
C -4.095 -1.860 -1.810
C -5.050 -2.454 -0.994
C -6.215 -2.974 -1.533
C -2.841 -1.317 -1.190
O -1.979 -0.795 -2.012
O -2.657 -1.380 0.020
H -5.656 -2.239 -4.797
H -3.565 -1.316 -3.801
H -4.861 -2.493 0.069
H -6.961 -3.435 -0.902
C 3.185 1.232 0.296
C 2.037 0.319 -0.085
O 1.014 0.107 0.686
O 2.106 -0.161 -1.210
H 2.802 2.161 0.718
H 3.783 1.433 -0.584
H 3.806 0.760 1.062
*
```